(1)
The following is a quantum chemistry calculation of a 2-piece molecular cluster, C9H14O overall at a distorted geometry, from the Open Molecules 2025 dataset.

Positions of all 24 atoms, in Å:
C: -0.76411 2.55022 1.22329
C: -0.22174 1.18692 1.12325
C: 1.11354 0.92603 0.80567
C: 1.57707 -0.33672 0.47316
C: 0.72257 -1.41731 0.60710
O: 1.15154 -2.74142 0.52159
C: -0.63316 -1.23935 0.80605
C: -1.06316 0.08236 0.97510
H: -0.12834 3.43452 1.13237
H: -1.18488 2.83938 2.20817
H: -1.66280 2.79071 0.64449
H: 1.84086 1.73295 0.86695
H: 2.61112 -0.45538 0.18402
H: 2.01518 -2.69215 0.87567
H: -1.43728 -1.94280 0.96027
H: -2.11801 0.29916 1.10703
C: -0.62827 -0.31368 -2.21070
C: -0.85572 0.94529 -3.10379
H: -0.32016 -0.01214 -1.20062
H: -1.40800 -1.05476 -2.31759
H: 0.33835 -0.69493 -2.56768
H: -0.08251 1.16927 -3.83821
H: -0.87781 1.76208 -2.40117
H: -1.81384 0.88643 -3.62463

Cartesian forces (eV/Å) of the 2 atoms listed first:
C -1.475 2.381 1.705
C 0.618 -1.161 -1.782

Calculated values
ΔE to the lowest compared entry with this formula, charge and spin, kJ/mol: 119.1
LUMO level, eV: 0.92
SMILES: Cc1ccc(O)cc1.CC
E, Eh: -426.5274
HOMO, eV: -8.63

***

(2)
The following is a quantum chemistry calculation of one molecule with the formula C5H7NO at a distorted geometry, from the Open Molecules 2025 dataset.

Positions of all 14 atoms, in Å:
C: -1.70153 0.35595 0.59737
C: -0.45578 -0.47310 0.30545
C: -0.26042 -1.76342 -0.17671
O: 0.93578 -1.83354 -0.82768
C: 1.51088 -0.61729 -0.77378
C: 0.74583 0.24200 -0.05268
N: 0.94424 1.60794 0.29616
H: -2.56840 -0.29648 0.56443
H: -1.79363 1.08244 -0.22750
H: -1.76473 0.96994 1.50908
H: -0.70441 -2.76922 -0.20195
H: 2.41940 -0.51326 -1.34238
H: 0.89806 2.24025 -0.49207
H: 1.79470 1.76779 0.82227

Cartesian forces (eV/Å) of the 2 atoms listed first:
C -0.106 -0.416 -0.073
C -0.110 -0.269 -0.688

Calculated values
ΔE to the lowest compared entry with this formula, charge and spin, kJ/mol: 133.1
LUMO level, eV: 0.98
SMILES: Cc1cocc1N
E, Eh: -324.6738
HOMO, eV: -8.51